C10H25F3N3O7S | ωB97M-V/def2-TZVPD

```
49
Properties=species:S:1:pos:R:3:mulliken_charge:R:1
O -0.12495 0.41479 0.46338 -1.11
H 0.81867 0.27261 0.25381 0.19
C -2.12829 2.59955 -3.55188 -0.92
C -3.58931 2.65621 -3.20533 0.45
O -4.44706 2.67214 -4.02997 -0.40
N -3.88399 2.32242 -1.73037 -0.13
H -4.57921 1.59337 -1.65781 0.36
H -2.99832 2.09608 -1.30088 0.36
C -4.67285 3.41410 -1.01668 -0.83
H -1.60273 3.07057 -2.72121 0.40
H -1.95054 3.29339 -4.37350 0.33
H -1.92925 1.54780 -3.75763 0.31
H -4.76934 3.16332 0.03968 0.36
H -5.69949 3.29110 -1.36161 0.36
H -4.28261 4.42606 -1.12520 0.34
C -3.14936 -3.32635 2.78256 -1.12
C -2.81222 -4.31434 1.69425 0.67
O -2.97050 -5.54122 1.70827 -0.42
N -1.78480 -3.83405 0.59734 -0.23
H -1.48310 -2.87891 0.72689 0.35
H -0.93254 -4.28805 0.89341 0.37
C -1.97695 -4.34217 -0.87971 -0.72
H -2.42143 -2.95813 3.50549 0.34
H -3.94673 -3.77640 3.37397 0.36
H -3.70484 -2.48304 2.37221 0.36
H -1.31875 -3.81276 -1.56862 0.37
H -2.99883 -4.07948 -1.15333 0.32
H -1.84471 -5.42075 -0.96498 0.32
C 3.46922 0.44002 4.16573 -1.01
C 3.17719 1.76203 4.80345 0.61
O 3.93580 2.47663 5.46662 -0.43
N 1.94855 2.40242 4.20265 -0.12
H 1.60882 1.83999 3.43560 0.35
H 1.28597 2.37847 4.96456 0.34
C 2.19953 3.81106 3.78499 -0.89
H 3.85413 -0.22929 4.93511 0.33
H 4.26201 0.53534 3.42377 0.34
H 2.73026 -0.05100 3.53254 0.35
H 2.44739 4.36492 4.69048 0.36
H 1.17308 4.07601 3.53143 0.39
H 2.75657 3.99281 2.86588 0.34
C 4.64822 -1.70676 -4.00584 0.60
F 4.14313 -2.85862 -3.87351 -0.22
F 3.66152 -0.89637 -4.31975 -0.24
F 5.25066 -1.34937 -2.83709 -0.25
S 5.94413 -1.67814 -5.45235 1.09
O 6.78586 -0.53755 -5.15184 -0.66
O 6.71516 -2.93775 -5.49094 -0.67
O 5.18679 -1.61269 -6.68405 -0.65
```

Properties
Frontier orbital gap, eV: 3.230
HOMO, eV: -7.5989
Maximum force, hartree/bohr: 0.0938
Charge: +1
2S+1: 1

---

C10H26ClO15 | ωB97M-V/def2-TZVPD

```
52
Properties=species:S:1:pos:R:3:mulliken_charge:R:1
Cl 6.96981 -24.78787 -28.13769 1.72
O 5.70099 -24.30360 -28.69763 -0.71
O 7.27030 -26.12464 -28.56799 -0.70
O 8.06677 -23.94023 -28.48632 -0.65
O 6.74584 -24.74799 -26.72672 -0.72
O 8.39723 -28.04358 -30.43296 -0.64
H 7.58815 -28.34890 -30.84332 0.29
H 8.13153 -27.28421 -29.91430 0.46
O 5.02534 -21.19405 -29.33611 -0.63
H 4.98492 -22.14972 -29.30024 0.33
H 4.73582 -20.90891 -28.46945 0.29
O 7.38333 -21.51012 -26.21190 -0.68
H 7.53912 -22.22129 -26.83334 0.30
H 6.57766 -21.75929 -25.75907 0.33
C 10.48963 -24.71985 -31.13844 -1.13
C 11.33689 -24.28593 -29.90122 0.44
C 11.09185 -25.08571 -28.62686 0.64
O 12.35566 -25.46988 -28.09884 -0.41
C 13.36421 -24.93465 -28.90781 0.61
O 14.56913 -25.08202 -28.75152 -0.58
O 12.77280 -24.48207 -30.03509 -0.42
H 9.59834 -24.09283 -31.11547 0.25
H 10.28233 -25.78480 -31.03354 0.26
H 11.04314 -24.64603 -32.07454 0.37
H 11.19679 -23.23869 -29.63334 0.30
H 10.69220 -26.08430 -28.80347 0.20
H 10.60188 -24.54897 -27.81449 -0.55
C 9.08293 -22.60902 -22.91985 -1.44
C 9.74846 -23.62634 -23.95928 0.31
C 9.99405 -23.11086 -25.33458 0.76
O 11.30760 -23.22026 -25.58079 -0.36
C 11.94889 -23.69231 -24.48700 0.64
O 13.19724 -23.75921 -24.32815 -0.61
O 11.00374 -23.99446 -23.53420 -0.39
H 8.00226 -22.49695 -23.00745 0.32
H 9.57978 -21.63963 -22.95894 0.36
H 9.30915 -22.97422 -21.91807 0.39
H 9.05008 -24.46193 -24.00558 0.28
H 9.72277 -22.05908 -25.42562 0.34
H 9.38453 -23.65044 -26.05945 -0.56
C 5.82645 -28.26151 -25.79478 -0.51
O 6.43493 -27.26636 -24.96869 -0.51
H 6.39672 -28.44498 -26.70540 0.17
H 5.79354 -29.21492 -25.26750 0.32
H 4.79188 -28.07050 -26.07988 0.24
H 6.40491 -26.46830 -25.50143 0.32
C 3.77811 -27.51373 -30.05561 -0.64
O 3.94531 -27.64207 -28.70347 -0.46
H 4.12651 -26.57837 -30.49357 0.27
H 4.52636 -28.12774 -30.55682 0.24
H 2.81724 -27.79741 -30.48499 0.29
H 4.86271 -27.53499 -28.44174 0.25
```

Properties
Frontier orbital gap, eV: 10.480
HOMO, eV: -7.8917
Maximum force, hartree/bohr: 0.1054
Charge: -1
ΔE to the lowest compared entry with this formula, charge and spin, kcal/mol: 19.4
2S+1: 1

---

C10H26F3NO4PS | ωB97M-V/def2-TZVPD

```
46
Properties=species:S:1:pos:R:3:mulliken_charge:R:1
C -1.61197 0.91879 -2.38608 -1.32
C -1.87195 0.58066 -0.90790 0.19
C -1.47548 1.72341 0.02458 0.03
N -2.23801 1.67262 1.33384 -0.21
P -1.35156 1.43961 2.66818 0.14
S -1.11397 -0.75975 2.87493 0.96
O -2.05120 -1.28492 1.93632 -0.47
O -1.16024 -1.07304 4.26331 -0.56
C 0.60882 -1.07225 2.16014 0.74
F 1.36715 -1.59314 3.07017 -0.18
F 0.47456 -1.85613 1.13938 -0.18
F 1.07906 0.10504 1.76489 -0.24
H -0.68085 0.47907 -2.73303 0.31
H -2.42409 0.52538 -2.99531 0.32
H -1.59612 1.99548 -2.55425 0.42
H -1.29087 -0.30439 -0.64623 -0.13
H -2.91772 0.32814 -0.74446 0.30
H -1.66062 2.69364 -0.42879 0.45
H -0.40335 1.65164 0.23174 -0.34
H -2.88807 2.44573 1.44282 0.36
H -0.08554 2.02916 2.63939 0.17
H -2.01079 1.87369 3.81440 0.23
C -1.92973 -4.79971 -0.83724 -1.19
C -1.42803 -4.21474 -2.14775 0.35
C -0.30618 -5.04781 -2.74461 -1.26
O -0.99913 -2.86155 -1.95637 -0.42
H -1.12024 -4.82550 -0.10105 0.26
H -2.73529 -4.18970 -0.42768 0.28
H -2.29835 -5.81638 -0.97210 0.41
H -2.25271 -4.15216 -2.85786 0.27
H 0.54664 -5.08067 -2.06024 0.32
H 0.03622 -4.61342 -3.68332 0.32
H -0.63085 -6.07093 -2.93323 0.40
H -0.26086 -2.88134 -1.33829 0.27
C 3.86722 4.56089 0.95982 -1.43
C 2.70564 3.67022 0.55106 0.57
C 3.08424 2.19551 0.57641 -1.03
O 2.20854 4.03173 -0.73374 -0.56
H 4.69887 4.43750 0.26214 0.36
H 3.56952 5.60835 0.94045 0.35
H 4.22389 4.31839 1.96146 0.37
H 1.86555 3.84002 1.23134 0.13
H 3.89547 1.99160 -0.12547 0.42
H 2.23453 1.58504 0.27272 0.13
H 3.41041 1.88528 1.57093 0.35
H 2.91743 3.91094 -1.37540 0.35
```

Properties
Frontier orbital gap, eV: 8.202
HOMO, eV: -12.4619
Maximum force, hartree/bohr: 0.0194
Charge: +1
2S+1: 1

---

C10H26FN2O13P2S2 | ωB97M-V/def2-TZVPD

```
56
Properties=species:S:1:pos:R:3:mulliken_charge:R:1
C 1.35357 -2.69756 -2.54450 -0.99
N -0.00851 -2.76202 -3.03092 -0.16
C -0.46294 -4.03499 -3.53118 -0.77
S -1.97994 -4.63100 -2.73126 1.18
O -2.67616 -5.32735 -3.78399 -0.74
O -2.66869 -3.46514 -2.24916 -0.61
N -1.67505 -5.73979 -1.59940 -0.64
S -0.75713 -5.27180 -0.37683 1.17
O -1.22985 -5.87339 0.82661 -0.70
O -0.48972 -3.85798 -0.30651 -0.51
C 0.84234 -5.98988 -0.83214 -0.26
C 1.63586 -6.62721 0.25151 0.41
O 1.37520 -6.84216 1.40180 -0.45
F 2.85390 -7.00416 -0.24379 -0.26
H 1.88737 -3.63144 -2.66907 0.37
H 1.36409 -2.45030 -1.49040 0.26
H 1.93122 -1.92747 -3.04241 0.32
H -0.66068 -2.38810 -2.36360 0.17
H -0.78438 -3.92249 -4.55747 0.38
H 0.29649 -4.80352 -3.53104 0.35
H 1.43637 -5.17213 -1.21053 0.02
H 0.74992 -6.68470 -1.64902 0.45
C -2.31491 -0.58676 -0.11322 -0.62
O -2.04200 0.13603 -1.33307 -0.42
P -0.89512 1.20484 -1.31999 1.48
O 0.42589 0.75113 -0.90875 -0.78
O -1.44701 2.39317 -0.40431 -0.06
C -2.77203 2.88867 -0.61811 -0.90
O -1.00712 1.76182 -2.79624 -0.40
C -0.08626 2.79022 -3.17269 -0.76
H -2.33488 -1.65062 -0.34224 0.14
H -1.55711 -0.39492 0.64669 0.33
H -3.29135 -0.27835 0.25995 0.26
H -3.38656 2.63449 0.24484 0.29
H -3.22462 2.46898 -1.51522 0.34
H -2.72226 3.97221 -0.71523 0.29
H 0.90014 2.60803 -2.74605 0.34
H -0.45693 3.76226 -2.84237 0.26
H -0.01263 2.78327 -4.25623 0.24
C 3.35219 5.41242 4.94618 -0.72
O 2.76830 4.24628 4.35691 -0.32
P 1.90738 4.44551 3.04078 1.16
O 2.57758 5.11998 1.93819 -0.71
O 0.60030 5.22969 3.51827 -0.32
C -0.12112 4.76467 4.66232 -0.74
O 1.44356 2.96484 2.80255 -0.33
C 0.60545 2.70640 1.65045 -0.77
H 4.40905 5.21926 5.11211 0.25
H 3.24669 6.28673 4.30401 0.36
H 2.86707 5.60508 5.90325 0.24
H -0.02348 5.49722 5.46338 0.28
H 0.24298 3.79915 5.01120 0.36
H -1.17105 4.67095 4.39152 0.28
H 0.92329 3.29861 0.79570 0.38
H -0.42876 2.93752 1.89643 0.25
H 0.69204 1.65579 1.40226 0.29
```

Properties
Frontier orbital gap, eV: 7.526
HOMO, eV: -5.4768
Maximum force, hartree/bohr: 0.0445
Charge: -1
2S+1: 1

---

C10H26N2O3P | ωB97M-V/def2-TZVPD

```
42
Properties=species:S:1:pos:R:3:mulliken_charge:R:1
N 0.91239 0.01689 -1.55024 -0.39
C 1.68041 0.15242 -2.84677 -0.22
O 1.02986 -0.62286 -3.95084 -0.56
P 1.83136 -2.20749 -3.92210 -0.10
O 3.43247 -1.55402 -3.71547 -0.45
C 3.24747 -0.32202 -2.93307 0.12
C 4.10437 -0.61076 -1.56582 -0.51
C 3.60657 -1.96617 -0.73573 -0.05
O 2.71350 -1.81793 0.25134 -0.49
H 0.00579 -0.46523 -1.82708 0.19
H 0.62294 1.00283 -1.27430 0.24
H 1.69102 1.32279 -3.02451 0.22
H 2.43340 -3.53818 -3.93358 0.01
H 2.16338 -2.24043 -5.33712 -0.09
H 0.46710 -2.68338 -4.13531 0.02
H 1.51969 -2.43642 -2.52779 -0.09
H 3.78616 0.61930 -3.40080 0.19
H 4.20793 0.31379 -0.84282 0.32
H 5.21762 -0.86224 -1.91560 0.28
H 4.09097 -3.02231 -1.00167 0.28
C 0.20607 0.43392 1.84728 -0.95
C -0.89526 1.38888 2.30075 -0.41
N -2.14046 1.27545 1.53569 0.17
C -3.08616 2.36276 1.80870 -0.68
C -3.66462 2.45784 3.21839 -0.96
C -2.73689 -0.06050 1.46187 -0.61
C -3.10655 -0.74256 2.77404 -1.02
H 0.43518 0.56868 0.78518 -0.02
H 1.12281 0.63012 2.41534 0.47
H -0.06126 -0.61072 2.01812 0.26
H -0.50048 2.40560 2.18175 0.43
H -1.06515 1.24266 3.37135 0.24
H -3.91485 2.31327 1.09212 0.35
H -2.58277 3.31265 1.58643 0.39
H -4.43083 1.70144 3.39274 0.21
H -4.14655 3.43345 3.35093 0.40
H -2.89827 2.36770 3.99357 0.27
H -2.04347 -0.71724 0.92067 0.24
H -3.62565 -0.02887 0.81837 0.40
H -2.33703 -0.62871 3.54092 0.23
H -3.23927 -1.81715 2.60518 0.40
H -4.05294 -0.36723 3.16991 0.28
```

Properties
Frontier orbital gap, eV: 6.460
HOMO, eV: -3.6755
Maximum force, hartree/bohr: 0.1538
Charge: -1
ΔE to the lowest compared entry with this formula, charge and spin, kcal/mol: 22.9
2S+1: 1

---

E, respectively: -48549.7870; -54021.1487; -48739.1792; -83360.8378; -29199.0457 eV.